Entry 1:
A structure of composition C19H73F2GaO17P, computed with wB97M-V/def2-TZVPD.

For the LUMO energy, the calculation gives 1.79 eV. The calculation puts the orbital gap at 6.558 eV.

```
! RIJCOSX wB97M-V def2-TZVPD def2/J DEFGRID3
* xyz -1 1
H -1.85 2.06 -0.99
H 6.23 -3.21 2.88
H -2.53 6.83 -5.03
O -4.56 -2.64 -3.33
H -8.56 -4.09 3.21
H 3.45 -0.79 -3.21
H -3.76 6.17 -3.92
O 6.40 -4.14 3.08
O -0.42 -5.38 0.40
O -6.63 -3.85 2.54
H 9.55 3.24 9.75
O 8.59 3.52 7.95
H -5.73 -1.54 4.55
H -8.89 2.52 -0.74
H -6.94 -3.66 1.64
H -7.75 3.63 -1.54
O -3.35 2.69 -2.73
H 7.40 2.75 5.17
H -2.62 4.84 -6.16
H -3.40 0.83 0.60
H 6.53 4.75 4.46
H -8.59 2.39 -2.50
H -4.47 -2.70 4.01
H -1.60 -1.51 0.85
H -2.91 6.52 -8.80
H 5.55 -4.73 1.30
O 4.35 -1.18 1.80
H -5.22 -0.71 -3.58
H 3.94 0.75 1.21
C -1.55 -5.49 -0.46
H 3.45 -2.86 -7.49
H 8.53 1.89 9.19
H 5.57 -2.59 6.03
H -0.03 0.96 1.72
H -1.46 0.58 -2.08
H 0.76 -2.46 -6.65
O -3.90 -0.72 4.09
H 7.12 -4.19 5.50
H -1.74 -6.55 -0.65
F 1.50 2.01 -0.44
H -7.29 -4.87 4.19
C -4.90 -1.70 3.86
H 10.10 2.20 8.40
H -3.46 -1.55 1.13
H 4.97 3.34 2.86
H -4.71 5.11 -8.98
H 0.39 -1.87 -1.57
H -4.27 3.09 -4.53
C 5.44 -4.90 2.38
C -2.63 -1.35 0.31
H -6.70 1.93 -0.42
H -5.26 -1.61 2.84
H 3.07 3.80 0.79
O 6.79 -4.20 6.42
C 6.37 -2.88 6.72
H -6.07 -1.95 -4.54
C -1.59 0.90 -0.94
H 5.83 2.44 5.96
C 2.93 -1.74 -3.36
H -2.42 -5.05 0.03
H -5.34 3.02 -3.10
C -5.61 -1.73 -3.57
H 2.85 -2.26 -2.40
H 3.41 -1.41 1.79
H -4.66 1.52 -3.78
C -8.14 2.61 -1.53
H 2.63 -3.69 -6.14
C -3.70 4.82 -9.30
H 9.23 4.20 7.69
H 3.98 0.46 2.98
H 4.43 -4.62 2.70
C 4.44 0.21 2.02
H -6.37 -1.82 -2.78
H -1.34 -4.98 -1.40
H -4.17 6.44 -5.63
C -3.37 6.15 -4.94
O 1.61 -2.11 -6.98
H -4.17 -2.41 -2.47
H -3.20 3.64 -2.57
O 5.89 4.07 4.72
H 1.74 -1.03 -4.72
C -2.89 0.17 -0.25
C -7.62 -4.64 3.17
H 5.60 -5.96 2.59
H 7.21 -2.20 6.63
H 2.45 -1.21 -0.68
C -4.47 2.58 -3.58
H 2.07 -3.93 -7.82
C 6.53 3.21 5.64
O 0.89 -2.42 0.87
H -0.28 -4.43 0.55
H -3.60 -0.83 5.01
H 3.92 5.05 1.74
H 6.85 3.79 6.52
F -2.91 -2.37 -0.76
O -2.95 4.83 -5.24
C 2.49 -3.22 -7.11
Ga 0.18 0.74 0.12
H -3.59 5.00 -10.37
H 2.77 3.93 2.54
O -7.08 1.70 -1.29
C 9.23 2.66 8.87
O 4.58 3.12 1.99
H 3.49 -2.36 -4.06
H 5.98 -2.86 7.74
P 1.04 -1.43 -0.36
H -3.72 0.08 -1.10
C 3.53 4.03 1.75
O 1.64 -1.49 -3.87
H 5.50 0.50 2.05
H -7.75 -5.57 2.61
O -2.74 5.58 -8.59
H -3.54 3.76 -9.09
*
```

***

Entry 2:
An isolated molecule of C2H4NPS, computed with wB97M-V/def2-TZVPD.

For the LUMO energy, the calculation gives -0.33 eV. The calculation puts the orbital gap at 8.348 eV.

```
! RIJCOSX wB97M-V def2-TZVPD def2/J DEFGRID3
* xyz 0 1
C -0.72 0.18 0.02
N -0.43 -0.32 1.14
P 0.65 -0.65 2.30
H -1.79 0.27 -0.20
H 1.21 0.47 -0.94
S 1.10 -2.53 2.12
H -0.16 0.16 -2.05
H -0.01 1.74 -1.26
C 0.16 0.67 -1.14
*
```

***

Entry 3:
A structure of composition C35H52N4O3SSiV, computed with wB97M-V/def2-TZVPD.

For the LUMO energy (spin up / spin down), the calculation gives -2.87 / -2.64 eV. The calculation puts the orbital gap (spin up / spin down) at 8.065 / 8.296 eV. The expectation value of S² is 2.03.

```
! RIJCOSX wB97M-V def2-TZVPD def2/J DEFGRID3
* xyz 1 3
C -3.48 0.41 1.26
C 5.17 3.16 3.23
C 6.57 5.54 3.56
C 4.11 6.01 7.17
C 6.52 3.13 3.53
C 4.52 4.38 3.10
H 3.99 6.71 6.35
H 7.02 2.18 3.63
O -0.61 1.32 0.51
C -0.58 -2.00 1.76
C 2.46 -1.94 -1.94
H 8.26 4.29 3.96
H -2.02 -2.50 -2.56
H -4.60 -0.99 -0.60
H -3.01 -0.38 -5.53
H -3.88 0.80 0.34
O 2.64 5.33 2.01
H 2.80 2.16 6.06
H -0.98 -0.74 4.07
C -0.56 -2.68 0.51
H -0.10 -2.93 3.62
H -2.99 1.22 1.79
C -2.66 0.14 -4.65
C -1.56 -0.35 -3.97
O -0.11 3.10 1.72
H 4.19 3.88 7.51
H 2.28 -1.95 -4.86
H 1.37 3.36 2.61
H 0.21 -4.35 -0.62
C 1.37 2.47 -0.09
C 3.08 4.47 2.74
H 1.44 -3.54 0.34
H 1.22 -2.98 2.46
C 4.07 4.57 6.67
H -0.52 -3.30 -2.14
H 3.41 0.91 -2.78
H 1.94 4.34 6.70
C -2.54 -1.42 -0.19
H -4.32 0.07 1.88
H 1.91 1.74 -3.18
C 0.16 2.36 0.80
H 4.71 6.51 3.09
H -2.62 -0.24 3.68
H 1.53 0.18 1.61
H 1.03 2.36 -1.13
C -3.70 -1.26 -1.15
C -1.52 -2.36 -0.47
H -3.34 2.81 -2.70
C -1.74 1.44 -2.39
H 0.89 -1.00 -5.39
H -1.09 -1.25 -4.32
H 0.83 -1.48 3.31
H -4.18 1.66 -4.73
C -1.60 -0.28 3.31
N 2.70 2.93 5.41
H 7.11 6.46 3.69
H 4.90 4.38 5.99
C 7.21 4.32 3.71
H 2.11 -2.94 -2.18
C 1.27 -1.62 -4.58
C 0.40 -2.37 2.84
H 2.78 0.85 -4.41
N 2.23 3.45 3.17
H -3.53 -0.48 -1.90
N 1.71 0.09 0.60
C -1.08 0.29 -2.82
C -1.53 -3.09 -1.79
H 2.42 -0.65 0.55
H 3.51 -1.90 -2.22
N 0.04 -0.23 -2.09
H 4.62 2.23 3.10
H 1.83 3.45 0.04
C 2.50 0.84 -3.36
C -3.32 1.28 -4.20
H 5.06 6.23 7.65
C 2.36 2.53 4.19
Si 1.51 -0.70 -2.97
H -1.39 1.97 -1.51
H 3.02 1.19 -0.62
H -3.90 -2.19 -1.67
C 2.75 4.28 5.98
H -1.26 0.75 3.18
H 0.24 -4.56 1.12
C -2.85 1.92 -3.07
C -1.55 -1.02 2.00
H -2.06 -4.04 -1.71
S 2.02 0.90 3.89
H 3.32 6.20 7.90
V -0.24 -0.36 -0.24
C -2.51 -0.71 1.02
H 0.65 -2.50 -4.49
H 2.41 -1.85 -0.86
H 3.00 1.67 1.09
C 5.22 5.57 3.24
C 2.38 1.37 0.24
H 2.53 5.00 5.19
C 0.39 -3.84 0.32
*
```

***

Entry 4:
A cluster of 2 separate species, C3H5IO in total, computed with wB97M-V/def2-TZVPD.

For the LUMO energy (spin up / spin down), the calculation gives -0.49 / -0.05 eV. The calculation puts the orbital gap (spin up / spin down) at 6.582 / 9.622 eV.

```
! RIJCOSX wB97M-V def2-TZVPD def2/J DEFGRID3
* xyz 0 1
C -0.74 0.31 -0.10
H 1.07 1.50 -1.33
C -0.71 -0.35 -1.41
H -0.11 -1.25 1.06
H -0.47 0.14 2.07
I -1.94 0.52 -2.91
O -0.03 -1.38 -1.82
C -0.34 -0.20 1.05
H 0.47 -1.97 -1.16
H -1.02 1.39 -0.21
*
```

***

Entry 5:
A cluster of 2 separate species, C3H13N4P in total, computed with wB97M-V/def2-TZVPD.

For the LUMO energy (spin up / spin down), the calculation gives -0.65 / -0.42 eV. The calculation puts the orbital gap (spin up / spin down) at 7.712 / 7.218 eV.

```
! RIJCOSX wB97M-V def2-TZVPD def2/J DEFGRID3
* xyz 0 1
H 0.62 -0.55 -3.40
H 1.37 3.52 0.43
C -1.81 -1.53 1.53
H 2.20 -0.83 1.06
H -2.87 -1.39 1.88
C 0.25 -0.67 -2.43
N 1.60 -1.00 0.19
P 0.49 0.21 0.10
C 0.84 2.72 0.93
H 0.92 2.98 2.06
H 0.94 -1.47 -1.96
H -0.28 2.89 0.71
N -1.75 -1.30 0.13
H 1.24 -1.92 0.10
H -1.19 -0.76 2.05
H -0.85 -0.85 -2.38
N 0.62 0.44 -1.56
H 0.32 1.32 -1.92
N 1.25 1.39 0.80
H -1.47 -2.58 1.87
H -2.43 -0.62 -0.20
*
```

***

Entry 6:
A structure of composition C43H37O3P2Yb, computed with wB97M-V/def2-TZVPD.

For the LUMO energy (spin up / spin down), the calculation gives -7.05 / -7.62 eV. The calculation puts the orbital gap (spin up / spin down) at 5.349 / 4.784 eV. The expectation value of S² is 0.75.

```
! RIJCOSX wB97M-V def2-TZVPD def2/J DEFGRID3
* xyz 2 2
C 0.22 -1.36 6.77
Yb 0.00 0.00 0.00
C -2.35 -2.49 -0.19
C 1.58 1.99 -2.36
O 0.12 0.26 2.17
C 0.74 -0.95 -4.04
H -0.05 0.13 -9.04
C 0.21 -1.53 5.39
C 0.16 -0.43 4.51
H 1.41 -3.40 -3.38
C 0.11 1.03 6.48
C -3.54 1.89 -4.45
H 3.13 4.43 -4.16
H -4.08 -5.42 -0.15
H 4.91 -4.60 -1.19
H -4.71 1.25 -2.75
C -2.26 2.18 -4.92
H -2.84 -1.39 -5.45
C 0.10 0.88 5.09
H -1.92 3.91 -1.50
H 4.16 -3.22 0.75
C -1.41 5.05 0.26
H 0.17 0.05 8.39
H -0.34 -4.50 -2.06
C -0.29 -1.36 -3.19
C 3.98 -4.04 -1.24
O 0.04 2.03 4.37
C 3.89 1.41 -2.80
C 2.66 1.11 -2.22
H -4.39 1.96 -5.12
P 0.02 -1.63 -1.40
H -2.11 2.46 -5.96
H -4.21 -3.09 0.72
C -2.20 -5.10 -1.16
C -1.25 4.00 -0.64
C 3.56 -3.26 -0.16
C 2.01 -3.36 -2.47
C -3.37 -3.40 0.10
C -1.33 1.71 -2.74
C 2.99 3.49 -3.63
C 2.38 -2.53 -0.23
C -3.71 1.49 -3.12
H 4.72 0.72 -2.68
H 0.00 2.11 3.42
H 0.26 -2.22 7.43
H 0.07 2.02 6.92
C -1.83 -1.28 -5.06
C -1.19 -4.19 -1.46
H -2.73 1.06 -1.25
H -0.69 5.97 2.07
C 0.61 3.16 0.67
C 3.20 -4.08 -2.40
P 0.01 1.57 -1.50
C -1.58 -1.52 -3.71
H 1.10 4.29 2.43
H -0.16 2.30 -4.46
C -1.26 -2.87 -0.98
H 3.52 -4.69 -3.25
H 5.02 2.83 -3.96
H 0.25 -2.55 5.00
H 1.30 -0.40 -6.04
C 0.44 4.21 1.57
O 0.14 -1.95 2.60
H 2.04 -1.93 0.61
H -0.99 -0.70 -6.96
C -2.61 1.39 -2.28
C -0.79 -0.88 -5.91
C 0.49 -0.71 -5.39
C 0.15 -0.71 3.04
C 1.76 3.20 -3.05
H -2.38 -1.47 0.20
C 1.59 -2.57 -1.39
H 1.75 -0.82 -3.65
H 0.94 3.91 -3.11
C 4.06 2.60 -3.51
C -0.24 3.05 -0.45
C -3.29 -4.70 -0.39
C -0.57 5.16 1.37
H -2.14 -6.12 -1.53
C -1.16 2.09 -4.07
H 1.40 2.43 0.82
H 2.52 0.20 -1.63
H -2.19 5.78 0.10
C 0.17 -0.08 7.32
H -2.39 -1.83 -3.06
H 0.69 0.13 -8.98
*
```

***

Entry 7:
A structure of composition C21H31N4O3STi, computed with wB97M-V/def2-TZVPD.

For the LUMO energy (spin up / spin down), the calculation gives -6.38 / -6.30 eV. The calculation puts the orbital gap (spin up / spin down) at 8.388 / 9.267 eV. The expectation value of S² is 0.75.

```
! RIJCOSX wB97M-V def2-TZVPD def2/J DEFGRID3
* xyz 2 2
H 4.84 -0.55 5.09
O -3.42 -1.37 1.61
H 3.45 2.58 3.52
H -0.56 -2.35 -1.55
C 1.73 -1.27 -2.76
Ti -2.33 -0.45 0.44
H 1.77 -1.81 -1.81
C -5.46 3.04 -0.95
H 0.46 0.39 -0.99
C 2.98 -0.42 -2.96
C -2.97 -3.33 0.45
C 3.96 1.92 2.81
N 1.85 1.63 1.61
C -1.24 -4.39 -1.36
H -2.13 -6.29 -0.92
H 3.05 0.07 3.48
H -6.10 3.86 -1.23
H 2.87 0.19 -3.87
C 4.78 0.46 4.71
H 0.82 -0.66 -2.78
C -2.13 -5.22 -0.71
H -3.90 3.57 -2.35
N 1.18 0.92 -0.53
C -5.00 1.11 0.36
C 4.06 0.50 3.37
H -3.74 -5.29 0.75
H 3.34 3.01 1.05
H 5.80 0.85 4.61
H 3.83 -1.07 -3.15
C -1.25 -3.03 -1.08
N -3.80 0.95 -0.25
H -1.98 -0.32 -2.30
C -5.85 2.14 0.02
C 3.33 0.49 -1.79
C -3.86 -2.63 1.44
H 3.74 1.31 0.76
H 4.26 1.07 5.45
H -0.52 -4.77 -2.08
H 4.21 1.08 -2.06
C -4.23 2.88 -1.58
C -3.02 -4.69 0.21
S -0.51 0.58 1.53
H 1.73 1.86 -2.29
H -5.24 0.38 1.11
H 2.64 2.35 -0.90
O -1.64 0.23 -1.57
H 4.96 2.34 2.70
H 1.50 1.74 2.55
O -4.83 -3.11 1.93
C -2.06 1.60 -1.79
C 0.99 1.09 0.77
H -2.02 1.83 -2.85
C 3.28 2.00 1.46
C -3.43 1.82 -1.20
N -2.11 -2.51 -0.19
H -1.32 2.22 -1.27
C 2.23 1.48 -1.40
H 3.60 -0.11 -0.92
H -6.80 2.23 0.53
H 1.63 -2.01 -3.55
H 4.58 -0.13 2.64
*
```

***

Entry 8:
An isolated molecule of C2H7N3S, computed with wB97M-V/def2-TZVPD.

For the LUMO energy, the calculation gives 0.73 eV. The calculation puts the orbital gap at 9.611 eV.

```
! RIJCOSX wB97M-V def2-TZVPD def2/J DEFGRID3
* xyz 0 1
H -1.41 0.91 0.03
N -0.50 0.49 -0.11
H 1.32 -0.87 -0.89
C -0.44 -0.46 -1.17
H -0.45 0.23 2.88
H -1.52 -1.14 -2.70
C 0.49 -0.09 2.41
S 0.82 0.85 0.90
H 0.48 -1.16 2.15
N -1.62 -0.57 -1.87
H -2.43 0.02 -1.69
H 1.38 0.12 3.02
N 0.57 -1.12 -1.54
*
```